Record 1
C3H6N4O | wB97M-V/def2-TZVPD

Properties
Lowest unoccupied orbital energy in Eh: 0.014
SMILES: [H]/N=c1/nc[nH]n1OC
2S+1: 1
Gap between HOMO and LUMO in eV: 9.75
Relative energy (zero: lowest compared OMol25 entry of this formula, charge and spin) in kcal per mole: 102.1

Geometry as XYZ:
```
14
Properties=species:S:1:pos:R:3:forces:R:3:lowdin_charge:R:1
O -0.888 0.082 0.710 -0.9 -0.5 -1.1 -0.18
N 0.744 -1.243 -0.020 2.1 -2.5 -2.2 -0.01
N 0.088 -0.109 -0.330 -0.1 3.5 1.4 -0.11
N 0.881 2.243 -0.044 0.6 -0.8 0.5 0.18
N 2.284 0.415 0.406 1.1 -3.4 -0.9 0.12
C -2.172 -0.031 0.054 0.2 1.1 2.2 -0.08
C 2.120 -0.880 0.182 -1.5 0.5 0.7 -0.09
C 1.100 1.006 0.031 -0.9 -0.2 -0.6 -0.43
H -2.179 0.771 -0.697 -0.7 -0.5 0.1 0.08
H 0.548 -1.923 -0.819 0.8 0.8 1.7 0.17
H -2.390 -1.018 -0.318 0.3 -0.4 -0.5 0.07
H 2.776 -1.801 0.210 -0.2 1.8 0.2 0.14
H -2.840 0.108 0.942 0.1 0.3 -1.1 0.10
H -0.071 2.380 -0.307 -0.9 0.3 -0.4 0.04
```
Positions in Å, forces in eV/Å.

=====

Record 2
C27H49B3Cl20FN2O6S | wB97M-V/def2-TZVPD

Properties
Lowest unoccupied orbital energy in Eh: 0.052
Net charge: -1
2S+1: 1
Gap between HOMO and LUMO in eV: 6.12

Geometry as XYZ:
```
109
Properties=species:S:1:pos:R:3:forces:R:3:lowdin_charge:R:1
Cl -4.421 -2.166 -6.052 -0.3 -0.2 -0.4 0.55
Cl 1.026 0.935 -10.222 0.0 0.0 -0.1 0.52
Cl 0.423 -4.895 4.294 0.0 0.0 0.0 0.54
Cl 3.418 -0.597 6.148 0.4 0.3 0.4 0.61
Cl 4.836 -2.908 -1.558 0.0 0.0 0.0 0.57
Cl -6.745 3.949 -1.266 -0.1 -0.2 0.0 0.61
Cl 7.298 0.436 7.433 0.5 -0.2 0.4 0.61
Cl 4.236 -0.428 9.908 0.0 0.0 0.0 0.53
Cl 6.152 -2.784 7.237 -0.1 0.0 0.0 0.54
Cl 4.640 0.917 3.372 0.0 0.0 0.0 0.55
Cl 1.832 -2.333 2.533 0.2 -0.2 0.4 0.66
Cl -3.006 -2.144 -3.212 0.3 0.1 0.3 0.56
Cl -5.489 4.001 -4.434 0.0 -0.2 0.0 0.60
Cl 1.972 -4.753 -1.663 0.2 -0.3 -0.1 0.64
Cl -6.988 7.488 -2.678 -0.2 0.1 -0.1 0.49
Cl -3.483 -4.257 -0.675 -0.5 -0.2 -0.5 0.54
Cl -0.460 -0.999 -7.834 0.0 -0.1 -0.1 0.56
Cl 1.553 1.144 8.542 0.0 0.1 0.0 0.55
Cl -4.900 8.251 -0.077 -0.1 0.2 0.1 0.49
Cl -6.555 0.269 -7.124 0.1 0.0 0.1 0.52
S -1.014 -3.019 0.547 0.1 -0.6 0.9 0.87
F 0.641 2.017 -4.970 0.0 -0.1 0.2 0.24
O -2.425 5.123 -1.441 -0.1 -0.4 0.7 -0.04
O -0.812 2.389 -3.139 0.9 0.4 -0.1 0.31
O 0.159 3.262 -1.087 0.1 -1.0 -1.4 0.32
O 1.524 2.357 -2.813 -0.3 -0.6 -0.3 0.32
O -1.540 5.211 -3.490 0.3 -0.7 0.6 -0.05
O -1.848 -1.878 2.894 -0.1 -1.1 -0.3 0.02
N -1.128 0.198 2.700 -0.7 -0.8 0.8 0.07
N -0.807 -0.499 1.563 0.4 -0.2 -0.9 0.04
C 1.210 -1.569 -0.584 -0.2 -0.2 -1.0 -0.26
C 1.639 -2.440 4.300 0.2 0.1 0.1 -0.67
C 1.552 -0.418 9.390 -0.1 -0.1 0.0 -0.67
C -3.180 -3.906 -3.355 0.1 0.0 -0.1 -0.66
C -4.849 0.464 -6.612 0.1 0.1 0.0 -0.65
C -4.144 -4.427 -2.327 -0.2 -0.3 0.2 -0.65
C -5.254 7.061 -2.522 0.4 -0.1 0.1 -0.65
C -1.219 -1.718 1.698 0.5 1.2 -0.7 -0.69
C 4.124 1.710 4.883 -0.1 0.1 0.0 -0.65
C 0.676 0.354 -7.569 0.1 0.1 0.2 -0.64
C -6.773 2.937 -3.802 -0.1 0.0 -0.1 -0.66
C 2.558 -0.453 10.512 0.0 -0.1 0.1 -0.66
C -1.748 -0.661 3.446 0.5 1.3 0.0 -0.21
C 1.779 -3.851 4.806 0.1 0.0 0.1 -0.66
C 1.438 1.047 -0.553 -0.4 0.7 -0.4 -0.04
C 0.509 1.447 -8.590 0.0 0.1 0.1 -0.65
C 1.254 -0.241 -1.388 0.7 0.1 0.6 -0.18
C -3.999 -0.718 -6.996 0.1 0.2 0.0 -0.66
C -4.861 6.776 -1.097 0.1 -0.1 0.0 -0.67
C 4.706 -4.682 -1.645 0.1 -0.1 0.0 -0.66
C 4.433 0.866 6.094 0.3 0.2 0.0 -0.67
C 8.137 -1.053 7.957 0.2 0.0 0.1 -0.63
C 3.520 -5.128 -2.462 0.0 -0.1 -0.1 -0.64
C 7.834 -2.235 7.073 0.1 0.0 -0.1 -0.66
C -0.111 -2.348 -0.886 0.3 0.8 0.4 -0.46
C -1.681 4.683 -2.336 -0.1 1.0 -1.2 -0.59
C -7.633 3.626 -2.772 -0.2 0.0 0.0 -0.65
B 0.448 2.250 -3.665 -0.2 0.2 0.3 -0.75
B 1.042 2.264 -1.493 0.8 0.4 1.2 -0.49
B -0.748 3.412 -2.137 -1.2 0.6 0.4 -0.37
H -7.385 2.640 -4.653 0.0 0.0 0.0 0.06
H 1.126 2.300 -8.315 0.0 0.0 0.0 0.08
H -4.833 0.628 -5.538 -0.1 0.0 0.0 0.06
H -2.953 -0.503 -6.786 0.0 0.0 0.1 0.02
H -2.157 -0.469 4.423 -0.1 -0.2 0.0 0.13
H 0.363 -0.134 -2.016 0.0 -0.2 0.1 0.11
H 5.624 -5.045 -2.105 0.0 0.0 -0.1 0.07
H 5.485 0.560 6.117 -0.7 0.0 -0.3 -0.04
H -4.339 -5.486 -2.493 0.1 0.0 0.0 0.07
H 7.858 -1.246 8.990 -0.1 0.0 0.0 0.07
H 1.432 -1.449 0.480 -0.5 0.3 -0.5 -0.01
H -0.524 1.778 -8.654 0.0 -0.1 0.0 0.07
H 0.474 0.747 -6.576 -0.1 0.0 -0.1 0.05
H 0.669 -2.018 4.557 0.0 -0.1 -0.1 0.06
H 2.702 -4.307 4.458 0.0 0.0 -0.1 0.07
H -5.092 -3.894 -2.371 0.0 0.1 0.0 0.07
H 2.102 -0.290 -2.080 -0.2 0.0 -0.1 0.11
H -4.669 7.877 -2.940 -0.1 0.1 0.0 0.07
H -0.821 -1.745 -1.449 0.1 0.2 0.1 0.03
H -4.477 1.364 -7.098 0.0 0.0 0.0 0.08
H -5.096 6.176 -3.135 0.0 0.0 0.2 0.00
H -3.543 -4.122 -4.359 -0.1 0.1 0.0 0.03
H 4.224 1.429 7.004 -0.1 0.0 0.0 0.05
H 8.470 -3.073 7.356 0.0 0.0 0.1 0.07
H 0.758 1.106 0.302 0.0 -0.3 -0.1 0.09
H 3.553 -6.208 -2.598 0.0 0.0 0.1 0.07
H 1.784 -3.852 5.896 0.0 0.0 0.0 0.07
H 2.015 -2.190 -0.984 0.0 0.0 0.2 0.02
H 2.417 -1.805 4.743 -0.5 -0.5 -0.5 -0.07
H 1.746 -1.197 8.657 0.1 0.1 0.0 0.05
H 2.452 1.160 -0.151 0.0 -0.2 -0.2 0.11
H -8.020 4.573 -3.143 0.1 0.1 0.0 0.05
H 4.662 2.654 4.949 0.1 0.0 0.0 0.07
H 4.655 -5.066 -0.629 -0.1 0.1 0.0 0.07
H 3.061 1.925 4.803 0.0 -0.1 0.0 0.07
H -4.090 -0.956 -8.053 -0.1 -0.1 0.0 0.07
H -8.477 2.989 -2.511 0.0 -0.1 0.0 0.07
H -6.299 2.047 -3.393 0.1 0.1 0.1 0.07
H 1.685 -0.051 -7.578 0.0 -0.1 -0.1 0.07
H 8.014 -2.006 6.025 -0.1 0.0 0.0 0.07
H -2.196 -4.357 -3.246 0.0 0.1 0.1 0.07
H 2.439 -1.372 11.084 0.0 0.0 -0.1 0.07
H -3.840 6.395 -1.067 0.0 0.0 -0.2 0.03
H 9.204 -0.837 7.923 0.0 0.0 -0.1 0.07
H 0.109 -3.210 -1.540 -0.4 0.2 0.7 0.00
H 0.549 -0.564 9.789 0.0 0.0 0.1 0.07
H 2.430 0.391 11.186 0.0 0.1 -0.1 0.07
H -5.512 6.038 -0.641 -0.1 0.2 0.0 -0.01
H 3.513 -4.660 -3.443 0.0 0.1 0.0 0.07
```
Positions in Å, forces in eV/Å.